Record 1
Here is a molecular structure, C38H36FN6O5S5Zr at a distorted geometry from the OMol25 dataset. Energies are from ωB97M-V/def2-TZVPD.

**Calculated total energy**: -4312.29841 hartree
**2S+1**: 1
**ΔE to the lowest compared entry with this formula, charge and spin**: 13.9 kcal/mol
**Maximum force**: 0.024 Eh/bohr
**HOMO**: -9.2 eV
**Total charge**: +1
**Orbital gap**: 6.29 eV

XYZ file:
```
92
Properties=species:S:1:pos:R:3:forces:R:3
Zr -1.735975 1.299282 1.638248 0.1 -1.2 0.4
C -4.350543 -0.902429 3.590427 0.0 0.1 -0.1
C -5.084056 0.422881 3.738240 0.2 0.0 0.0
S -4.392536 1.742481 2.690775 -0.1 -0.1 -0.2
C -4.244128 3.087447 3.878936 0.1 0.0 0.1
C -3.266237 2.860990 5.026982 0.0 0.0 -0.1
S -1.623555 2.309190 4.473368 0.0 0.2 -0.3
C -1.360547 0.908569 5.584315 0.0 0.0 0.0
C -2.386882 -0.209180 5.494495 0.0 -0.1 0.0
S -2.559940 -0.814788 3.801699 0.0 0.0 0.0
H -4.453563 -1.277117 2.572852 -0.1 -0.1 0.0
H -4.768924 -1.641668 4.273614 0.0 0.0 0.0
H -5.053440 0.784179 4.765158 0.0 0.0 0.0
H -6.131124 0.293789 3.466152 0.0 0.0 0.0
H -5.238284 3.307928 4.269746 0.0 0.0 0.0
H -3.916280 3.948033 3.301883 -0.1 0.0 0.0
H -3.641758 2.136571 5.746063 0.0 0.0 0.0
H -3.141085 3.808246 5.551578 0.0 0.0 0.0
H -1.313059 1.292549 6.603961 0.0 0.0 0.0
H -0.370496 0.546348 5.312553 0.0 0.0 0.0
H -3.359673 0.116852 5.859025 0.0 0.0 0.0
H -2.064438 -1.034048 6.130885 0.0 0.0 0.0
C -0.563327 -4.370823 -4.093587 0.0 0.0 0.0
C -0.411629 -4.489017 -2.584285 0.0 0.0 -0.1
N -0.416393 -3.183011 -1.919029 -0.1 0.1 0.1
C -1.543786 -2.763564 -1.303636 0.1 0.0 -0.1
C -1.675674 -1.578520 -0.646406 -0.1 0.1 0.1
C -2.948526 -1.288656 0.099482 0.3 0.1 0.2
O -3.988987 -1.825151 -0.209429 -0.1 -0.2 0.0
O -2.790741 -0.487176 1.113219 0.0 0.4 -0.2
C -0.583780 -0.672622 -0.630983 0.2 -0.1 0.0
O -0.533480 0.404638 -0.006657 -0.1 0.3 -0.1
C 0.585500 -1.067415 -1.403245 -0.1 0.0 0.0
C 1.644743 -0.174414 -1.532457 0.0 0.0 -0.1
C 2.809764 -0.567596 -2.117018 -0.1 0.0 0.0
F 3.773791 0.357699 -2.259690 0.1 0.0 0.0
C 3.019614 -1.894105 -2.533192 0.0 -0.2 0.0
C 1.919139 -2.744702 -2.506840 0.1 0.1 0.0
C 0.692238 -2.344846 -1.959350 0.0 0.0 0.0
N 4.275691 -2.403549 -2.964926 0.0 0.2 0.0
C 5.405393 -1.465883 -3.096202 0.1 0.1 0.0
C 6.650444 -2.248900 -3.522991 -0.1 0.1 0.1
N 6.201546 -3.463024 -4.279193 0.0 0.0 0.0
C 5.522320 -4.436796 -3.350672 -0.1 -0.1 0.1
C 4.736673 -3.632913 -2.315630 0.0 0.0 0.0
H -0.548611 -5.360908 -4.548736 0.0 0.0 0.0
H 0.237654 -3.775920 -4.532630 0.0 0.0 0.0
H -1.511406 -3.895055 -4.342549 0.0 0.0 0.0
H 0.501284 -5.018185 -2.309194 0.0 0.0 0.0
H -1.238932 -5.057263 -2.164356 0.0 0.0 0.0
H -2.387041 -3.443254 -1.320176 0.0 0.0 0.0
H 1.544215 0.832788 -1.149040 0.0 0.0 0.0
H 2.032503 -3.732373 -2.927201 0.0 0.0 0.0
H 5.656575 -0.947429 -2.167220 -0.1 -0.1 0.0
H 5.153826 -0.716627 -3.842756 0.0 0.0 -0.1
H 7.220170 -2.606049 -2.666739 0.0 0.0 0.0
H 7.302363 -1.655777 -4.158917 0.0 0.0 0.0
H 6.979545 -3.908154 -4.762491 0.0 0.0 0.0
H 5.520833 -3.164910 -4.979359 0.0 0.0 0.0
H 6.294485 -5.052834 -2.893324 0.0 0.0 0.0
H 4.876623 -5.061990 -3.963981 0.0 0.0 0.0
H 5.347862 -3.404282 -1.435917 -0.1 0.0 0.0
H 3.890817 -4.223575 -1.980259 0.0 0.0 0.0
S 0.210602 -0.107516 2.770046 -0.2 0.0 0.0
C 1.630119 0.470051 1.946657 0.0 0.2 -0.1
C 2.699291 -0.393020 1.725017 -0.1 -0.1 0.0
C 3.830060 0.027959 1.041870 0.1 0.1 -0.1
C 4.822554 -0.930226 0.647754 -0.1 0.0 0.1
N 5.559913 -1.737061 0.284275 0.0 0.1 -0.1
C 3.927511 1.364846 0.620336 0.1 -0.1 -0.1
C 2.864562 2.229540 0.833010 -0.1 0.0 0.0
C 1.688214 1.792476 1.449354 0.0 0.0 0.0
S 0.312414 2.869654 1.546258 0.1 0.0 -0.1
C 5.084972 1.793258 -0.111910 0.0 0.2 0.0
N 5.996437 2.133043 -0.724859 0.0 -0.1 0.0
H 2.625192 -1.422981 2.049497 0.0 0.0 0.0
H 2.921140 3.248455 0.473698 0.0 0.0 0.0
O -2.681720 1.783251 -0.419194 -0.2 0.2 0.2
C -2.956388 2.962806 -0.115396 0.2 0.0 0.0
N -2.580000 3.410640 1.097264 -0.1 0.0 0.2
C -2.992700 4.740375 1.226915 0.2 0.1 -0.1
O -2.858142 5.435969 2.201680 0.0 0.0 0.0
C -3.663877 5.121164 -0.066798 0.0 0.0 0.0
C -4.238388 6.305985 -0.467530 0.0 0.0 0.0
C -4.804091 6.339243 -1.741403 0.0 0.0 0.0
C -4.790226 5.220383 -2.569505 0.0 0.0 0.0
C -4.207280 4.025387 -2.154232 0.0 0.0 0.0
C -3.650219 4.008805 -0.893489 0.0 0.0 0.0
H -4.246129 7.170424 0.182617 0.0 0.0 0.0
H -5.264878 7.251885 -2.095445 0.0 0.0 0.0
H -5.241059 5.281561 -3.550919 0.0 0.0 0.0
H -4.194689 3.149702 -2.788916 0.0 0.0 0.0
```
Positions in Å, forces in eV/Å.

Record 2
Here is a molecular structure, C38H36FN6O5S5Zr from the OMol25 dataset. Energies are from ωB97M-V/def2-TZVPD.

**Calculated total energy**: -4312.30439 hartree
**2S+1**: 1
**ΔE to the lowest compared entry with this formula, charge and spin**: 10.1 kcal/mol
**Maximum force**: 0.011 Eh/bohr
**HOMO**: -9.4 eV
**Total charge**: +1
**Orbital gap**: 6.66 eV

XYZ file:
```
92
Properties=species:S:1:pos:R:3:forces:R:3
Zr 0.379638 -2.252474 1.157813 0.5 0.1 0.3
C 0.429661 -3.738218 4.612459 0.0 0.0 0.0
C -0.742365 -4.539485 4.064713 0.0 0.0 0.0
S -1.411103 -3.977643 2.463454 -0.1 0.0 0.1
C -1.463593 -5.553823 1.590009 0.0 0.0 -0.1
C -0.102625 -6.184516 1.324978 -0.1 0.0 0.0
S 1.130589 -5.032220 0.646654 0.1 -0.1 0.0
C 2.549977 -5.418021 1.691882 0.0 0.0 0.0
C 2.424195 -5.040745 3.159702 0.0 0.0 0.0
S 1.761757 -3.375347 3.446012 0.0 0.0 0.0
H 0.100348 -2.768308 4.974906 0.0 0.0 0.0
H 0.868364 -4.277578 5.453776 0.0 0.0 0.0
H -0.467709 -5.586223 3.940711 0.0 0.0 0.0
H -1.558497 -4.502801 4.786184 0.0 0.0 0.0
H -2.091144 -6.244892 2.154136 0.0 0.0 0.0
H -1.969959 -5.325584 0.654873 0.0 0.0 0.0
H 0.315574 -6.604428 2.239161 0.0 0.0 0.0
H -0.225165 -7.005795 0.619056 0.0 0.0 0.0
H 2.758336 -6.485221 1.598232 0.0 0.0 0.0
H 3.379915 -4.887890 1.235329 0.0 0.0 0.0
H 1.778695 -5.743030 3.687651 0.0 0.0 0.0
H 3.412761 -5.088580 3.614223 0.0 0.0 0.0
C -3.142699 4.029484 2.612227 0.0 0.0 0.0
C -1.689803 4.198752 3.028532 0.0 0.0 0.0
N -0.842672 3.087552 2.570448 0.0 0.0 0.0
C -0.750216 1.996491 3.347133 -0.1 0.0 0.0
C -0.118420 0.846253 2.978451 0.2 0.0 0.0
C -0.373221 -0.407079 3.755423 0.0 0.1 0.1
O -0.733270 -0.365445 4.915468 0.0 0.0 0.0
O -0.234211 -1.493115 3.062001 -0.1 -0.1 -0.1
C 0.628109 0.816036 1.779195 -0.1 0.2 -0.1
O 1.286971 -0.175949 1.382897 0.2 -0.1 0.2
C 0.489775 1.975742 0.908906 0.0 0.0 0.0
C 0.938149 1.850444 -0.413907 0.0 0.0 0.1
C 0.512918 2.751947 -1.336958 0.0 0.0 0.0
F 0.851052 2.594797 -2.637670 0.0 0.0 0.0
C -0.355026 3.803396 -1.007102 0.0 0.0 -0.1
C -0.720639 3.981257 0.305691 -0.1 -0.1 0.0
C -0.325364 3.049505 1.283339 0.0 0.0 -0.1
N -0.996408 4.585468 -2.025895 0.0 0.0 0.1
C -0.106622 5.352397 -2.885723 0.0 0.0 0.0
C -0.930370 6.301526 -3.734679 0.0 0.0 -0.1
N -1.920496 5.501797 -4.542032 0.1 0.1 0.1
C -2.803318 4.657380 -3.658852 -0.1 0.0 -0.1
C -1.922022 3.768187 -2.810709 -0.1 0.0 -0.1
H -3.732712 4.869822 2.976946 0.0 0.0 0.0
H -3.555724 3.113693 3.035145 0.0 0.0 0.0
H -3.251093 3.975387 1.529213 0.0 0.0 0.0
H -1.607584 4.224171 4.113604 0.0 0.0 0.0
H -1.259919 5.129705 2.661869 0.0 0.0 0.0
H -1.270216 2.028731 4.297237 0.0 0.0 0.0
H 1.506012 0.976062 -0.702253 0.0 0.0 0.0
H -1.409516 4.782118 0.528088 0.0 0.0 0.0
H 0.506962 4.714475 -3.538588 0.0 0.0 0.0
H 0.571904 5.942269 -2.270669 0.0 0.0 0.0
H -0.312613 6.865150 -4.430983 0.0 0.0 0.0
H -1.513372 6.983092 -3.118188 0.0 0.0 0.0
H -1.410089 4.886509 -5.180742 0.0 0.0 0.0
H -2.489476 6.120892 -5.119633 0.0 0.0 0.0
H -3.467751 4.078529 -4.297875 0.0 -0.1 0.1
H -3.381856 5.347663 -3.047727 0.0 0.0 0.0
H -1.399066 3.043272 -3.452450 0.0 0.0 0.0
H -2.563258 3.198843 -2.138805 0.0 0.0 0.0
S -1.558119 -0.652476 0.583824 -0.4 -0.1 0.3
C -2.163753 -1.004905 -0.990397 0.1 0.1 0.0
C -2.871278 -0.028710 -1.679551 0.0 0.1 -0.1
C -3.280299 -0.231360 -2.987579 0.0 -0.1 -0.1
C -3.839542 0.885767 -3.689206 -0.2 -0.1 0.1
N -4.269957 1.839191 -4.168959 0.1 0.1 -0.1
C -3.039645 -1.471396 -3.601350 0.1 -0.1 0.1
C -2.355628 -2.459765 -2.900220 0.0 0.1 0.0
C -1.878244 -2.226372 -1.610089 0.2 -0.1 -0.2
S -0.816734 -3.385744 -0.838224 -0.4 0.0 -0.2
C -3.436991 -1.703673 -4.958008 -0.1 0.0 0.0
N -3.756122 -1.886108 -6.046791 0.0 0.0 0.0
H -3.059191 0.926126 -1.205610 0.0 0.0 0.1
H -2.137278 -3.399297 -3.389329 0.0 0.0 0.0
O 1.443041 -1.350840 -0.995014 -0.2 0.0 0.0
C 2.541895 -1.626338 -0.513904 0.1 0.0 0.0
N 2.615906 -2.352913 0.632647 0.0 -0.1 -0.2
C 3.939632 -2.397160 1.052070 0.1 0.1 0.0
O 4.361027 -2.940996 2.047125 0.0 0.0 0.0
C 4.761018 -1.662982 0.025815 0.0 0.0 0.0
C 6.117264 -1.428488 -0.042801 0.0 0.0 0.0
C 6.581625 -0.709592 -1.141999 0.0 0.0 0.0
C 5.710720 -0.250709 -2.126817 0.0 0.0 0.0
C 4.341242 -0.490883 -2.046469 0.0 0.0 0.0
C 3.895031 -1.203662 -0.953337 0.0 0.0 0.0
H 6.785847 -1.789143 0.727309 0.0 0.0 0.0
H 7.639714 -0.504323 -1.238012 0.0 0.0 0.0
H 6.110099 0.297331 -2.970023 0.0 0.0 0.0
H 3.658252 -0.144987 -2.811422 0.0 0.0 0.0
```
Positions in Å, forces in eV/Å.

Record 3
Here is 2 unconnected molecules or ions with the total composition C38H36O2P at a distorted geometry from the OMol25 dataset. Energies are from ωB97M-V/def2-TZVPD.

**Calculated total energy**: -1961.21824 hartree
**2S+1**: 1
**ΔE to the lowest compared entry with this formula, charge and spin**: 7.3 kcal/mol
**Maximum force**: 0.058 Eh/bohr
**HOMO**: -9.8 eV
**Total charge**: +1
**Orbital gap**: 4.69 eV

XYZ file:
```
77
Properties=species:S:1:pos:R:3:forces:R:3
C -3.134522 -4.400829 0.975628 -0.1 -0.4 -0.1
C -2.247976 -3.221794 1.184416 0.2 0.0 0.1
C -2.770259 -1.935393 1.163810 0.1 0.2 0.0
C -1.970064 -0.839484 1.438158 -0.6 -0.3 -0.3
C -0.636341 -1.019111 1.727147 0.4 0.4 -0.1
P 0.311356 0.458235 2.148431 -0.1 0.5 -0.2
C -0.047423 0.555698 3.916035 -0.2 0.0 -0.6
C 0.470125 1.636560 4.593283 0.0 0.4 0.6
C 0.280880 1.750452 5.960081 0.1 0.0 -0.2
C -0.419914 0.781460 6.665524 0.0 -0.2 -0.2
C -0.547044 0.870619 8.147580 -0.2 0.0 0.4
C -0.963661 -0.282899 5.958800 0.1 0.1 0.0
C -0.773747 -0.397624 4.594217 -0.2 -0.2 0.3
C 1.965362 -0.261655 2.222281 -0.4 0.4 0.1
C 2.649938 -0.363945 1.032456 0.7 -0.2 -0.2
C 3.902251 -0.953686 1.005684 -0.2 0.1 0.0
C 4.478515 -1.455017 2.165783 -0.2 0.0 0.1
C 5.791071 -2.157831 2.115298 0.4 -0.1 0.1
C 3.784820 -1.313947 3.360117 0.1 0.0 -0.2
C 2.534419 -0.725994 3.387071 0.3 -0.1 0.3
C -0.093907 -2.284879 1.719013 0.0 -0.4 -0.1
C -0.893046 -3.378647 1.444476 -0.1 0.0 -0.1
H -2.567337 -5.333796 0.984586 -0.1 0.1 0.0
H -3.878295 -4.455080 1.772743 -0.1 0.0 -0.1
H -3.660183 -4.333355 0.021396 -0.1 0.0 0.0
H -3.811949 -1.794118 0.935939 -0.4 0.0 0.0
H -2.387066 0.157321 1.443717 -0.1 0.1 0.0
H 1.033697 2.383512 4.053230 0.1 0.2 0.0
H 0.680626 2.598636 6.486833 0.2 0.2 0.2
H -1.138287 0.044833 8.548435 0.0 0.1 0.0
H 0.440665 0.829162 8.610306 0.0 0.1 0.1
H -1.025204 1.805305 8.446430 0.1 0.0 0.0
H -1.543007 -1.025784 6.478129 -0.1 -0.2 0.2
H -1.191335 -1.237739 4.064022 -0.1 -0.1 0.0
H 2.197598 0.008295 0.124570 0.0 0.1 -0.2
H 4.439900 -1.027010 0.077308 0.2 -0.1 -0.3
H 6.116874 -2.467071 3.110543 0.0 0.0 -0.1
H 5.712423 -3.053587 1.496695 0.1 0.0 0.0
H 6.564970 -1.515763 1.690879 0.0 -0.1 0.0
H 4.226678 -1.662993 4.276758 0.1 -0.2 0.2
H 2.004383 -0.637001 4.321541 0.0 0.0 0.1
H 0.952627 -2.426292 1.933619 0.1 -0.1 0.0
H -0.458644 -4.362693 1.431117 0.1 -0.3 0.1
C -6.614114 0.555286 -3.624656 -0.7 -0.4 0.7
C -5.474977 -0.317157 -3.069100 -0.1 -0.5 0.2
C -4.251370 0.395723 -3.536074 -0.3 0.4 -0.2
C -4.661830 1.427371 -4.410381 -0.9 -0.6 0.5
O -6.043609 1.504401 -4.534001 2.9 0.3 -0.4
C -3.693619 2.258412 -4.981806 -0.9 0.3 -0.3
C -2.373305 2.079794 -4.664069 -0.1 -0.2 0.3
C -1.943207 1.049149 -3.785430 0.2 0.2 -0.1
C -0.592968 0.839418 -3.417607 -0.1 0.5 -0.6
C 0.591677 1.329336 -4.014574 -0.3 -0.2 -0.1
C 1.821841 1.134274 -3.338115 0.3 0.2 -0.4
C 2.982214 1.609912 -3.882932 0.1 0.4 -0.3
C 2.985643 2.322655 -5.104992 1.1 0.3 0.7
O 4.232862 2.856428 -5.405469 -2.8 -1.1 -0.2
C 5.094431 2.590032 -4.290960 0.8 0.2 0.8
C 4.385438 1.575292 -3.378015 0.3 -0.3 0.3
C 1.792289 2.439461 -5.825083 0.7 0.4 -0.5
C 0.630633 1.948580 -5.292020 0.2 -0.2 0.2
C -2.935586 0.218128 -3.207900 -0.4 0.3 -0.2
H -7.377466 -0.029533 -4.156185 0.3 0.3 0.1
H -7.106207 1.128460 -2.826519 0.1 -0.1 -0.2
H -5.496702 -0.402657 -1.975609 -0.1 0.0 -0.3
H -5.507087 -1.328839 -3.490887 0.0 0.1 0.1
H -4.006673 3.055151 -5.633499 0.0 0.2 -0.1
H -1.664726 2.805844 -5.016424 0.0 0.1 -0.1
H -0.445009 0.214002 -2.554832 0.0 -0.3 0.3
H 1.839020 0.645328 -2.381549 0.0 -0.2 0.3
H 6.063396 2.231630 -4.666736 -0.4 0.1 0.0
H 5.250490 3.544321 -3.769041 0.0 -0.2 -0.2
H 4.438329 1.833534 -2.313282 0.1 0.0 -0.3
H 4.810824 0.572461 -3.505540 -0.1 0.1 0.1
H 1.805474 2.906848 -6.794434 -0.1 0.1 -0.2
H -0.260300 1.988682 -5.890094 0.0 0.0 -0.2
H -2.655773 -0.536797 -2.496267 0.1 -0.3 0.2
```
Positions in Å, forces in eV/Å.